DFT (the ωB97M-V functional and the def2-TZVPD basis) results for C21H26N4O5S2 in the gas phase.

The HOMO energy comes out at -9.05 eV. Its SMILES is CN(C)S(=O)(=O)c1ccc(C(=O)Nc2ccc(S(=O)(=O)NC3=NCCCCC3)cc2)cc1. The value obtained for the orbital gap is 0.3291 Ha. As for the charge: 0.

CARTESIAN COORDINATES (ANGSTROEM)
C: -0.753 -2.034 -1.740
N: -2.196 -2.096 -1.708
C: -2.777 -3.071 -2.604
S: -2.789 -2.134 -0.128
O: -1.892 -2.848 0.740
O: -4.162 -2.535 -0.176
C: -2.680 -0.389 0.251
C: -1.671 0.050 1.086
C: -1.481 1.406 1.271
C: -2.309 2.313 0.613
C: -2.028 3.780 0.726
O: -2.832 4.602 1.097
N: -0.741 4.124 0.406
C: 0.222 3.271 -0.149
C: -0.121 2.437 -1.214
C: 0.784 1.500 -1.673
C: 2.028 1.417 -1.082
S: 3.102 0.101 -1.607
O: 4.434 0.303 -1.130
O: 2.908 -0.157 -3.004
N: 2.409 -1.252 -0.858
C: 2.503 -1.399 0.509
N: 2.587 -0.330 1.180
C: 2.726 -0.351 2.612
C: 1.535 -0.955 3.363
C: 1.511 -2.482 3.365
C: 1.333 -3.108 1.984
C: 2.500 -2.814 1.036
C: 2.417 2.293 -0.089
C: 1.514 3.231 0.375
C: -3.375 1.856 -0.156
C: -3.553 0.496 -0.350
H: -0.302 -2.979 -1.419
H: -0.426 -1.802 -2.753
H: -0.424 -1.243 -1.068
H: -2.315 -4.059 -2.496
H: -2.656 -2.728 -3.632
H: -3.834 -3.145 -2.363
H: -1.043 -0.684 1.565
H: -0.686 1.757 1.910
H: -0.461 5.063 0.662
H: -1.097 2.519 -1.665
H: 0.545 0.837 -2.488
H: 2.403 -2.079 -1.431
H: 2.840 0.697 2.908
H: 3.642 -0.885 2.900
H: 1.577 -0.609 4.399
H: 0.614 -0.571 2.922
H: 2.442 -2.850 3.807
H: 0.689 -2.816 4.002
H: 1.265 -4.191 2.111
H: 0.392 -2.778 1.537
H: 2.473 -3.512 0.197
H: 3.443 -2.967 1.573
H: 3.409 2.202 0.320
H: 1.790 3.912 1.167
H: -4.036 2.572 -0.621
H: -4.351 0.109 -0.963

---

DFT (the ωB97M-V functional and the def2-TZVPD basis) results for a molecular structure, C21H26N5S3Sm.

The HOMO energy (alpha / beta) comes out at -7.14 / -7.17 eV. The value obtained for the orbital gap (alpha / beta) is 0.2075 / 0.2093 Ha. As for the charge: 0. As for the spin multiplicity: 6.

CARTESIAN COORDINATES (ANGSTROEM)
Sm: 0.203 0.214 -0.369
C: 2.147 -3.622 3.147
S: 1.217 -4.186 1.716
C: 0.318 -2.763 1.223
S: 0.425 -1.258 2.067
N: -0.454 -3.039 0.203
N: -0.988 -1.948 -0.409
C: -2.191 -2.074 -0.947
C: -2.712 -0.983 -1.711
C: -4.064 -0.969 -2.103
C: -4.529 0.093 -2.836
C: -3.646 1.143 -3.163
C: -2.342 1.075 -2.725
N: -1.853 0.040 -2.014
H: 2.706 -4.496 3.479
H: 1.486 -3.288 3.943
H: 2.835 -2.825 2.877
H: -2.782 -2.972 -0.794
H: -4.710 -1.791 -1.827
H: -5.562 0.122 -3.157
H: -3.972 1.998 -3.739
H: -1.649 1.876 -2.946
S: 4.707 1.752 0.553
C: 3.423 0.916 0.082
N: 2.473 0.300 -0.259
C: 0.050 6.492 -3.212
C: 0.316 5.040 -2.916
C: 1.171 4.296 -3.733
C: 1.425 2.949 -3.462
C: 2.336 2.129 -4.330
C: 0.826 2.388 -2.359
C: 0.004 3.114 -1.451
C: -0.270 4.458 -1.809
N: -0.465 2.421 -0.372
C: -0.977 2.944 0.906
C: -2.301 2.223 1.192
C: -1.200 4.451 1.032
C: 0.052 2.536 1.977
H: 0.274 6.733 -4.250
H: 0.670 7.132 -2.582
H: -0.990 6.752 -3.017
H: 1.632 4.763 -4.594
H: 2.646 2.687 -5.211
H: 1.845 1.214 -4.664
H: 3.232 1.839 -3.779
H: 1.046 1.342 -2.193
H: -0.942 5.058 -1.223
H: -3.046 2.473 0.435
H: -2.686 2.491 2.174
H: -2.176 1.133 1.188
H: -2.012 4.802 0.396
H: -0.297 5.018 0.806
H: -1.477 4.665 2.063
H: 0.152 1.445 2.043
H: -0.244 2.867 2.969
H: 1.032 2.954 1.738

---

DFT (the ωB97M-V functional and the def2-TZVPD basis) results for a molecular structure, C21H26N8O6Pt.

The HOMO energy (alpha / beta) comes out at -13.74 / -13.74 eV. The value obtained for the orbital gap (alpha / beta) is 0.2862 / 0.1718 Ha. As for the charge: +2. As for the spin multiplicity: 5.

CARTESIAN COORDINATES (ANGSTROEM)
Pt: 0.667 -0.633 -0.629
O: 1.971 -5.935 1.576
C: 2.611 -5.098 2.209
O: 3.345 -5.514 3.214
C: 2.623 -3.681 1.956
C: 3.281 -2.655 2.613
N: 2.937 -1.529 1.975
N: 2.114 -1.748 0.938
C: 1.911 -3.050 0.907
C: 1.026 -3.644 -0.161
O: 0.893 -4.898 -0.170
O: 0.501 -2.873 -0.970
H: 1.301 -5.378 0.715
H: 3.940 -2.654 3.464
H: 3.249 -0.588 2.171
C: 3.184 -1.217 -2.441
O: 1.996 -0.518 -2.314
H: 3.606 -1.519 -1.481
H: 3.882 -0.649 -3.058
H: 2.928 -2.118 -3.025
N: -3.106 2.205 -3.458
C: -2.363 1.080 -3.371
C: -1.596 0.787 -2.231
N: -0.897 -0.334 -2.161
C: -0.920 -1.177 -3.203
C: -1.665 -0.853 -4.320
N: -2.376 0.261 -4.425
H: -3.201 2.846 -2.691
H: -3.650 2.356 -4.291
H: -1.568 1.446 -1.373
H: -0.369 -2.101 -3.116
H: -1.687 -1.521 -5.171
C: 2.802 4.317 -0.695
C: 1.360 4.082 -0.232
C: 0.358 4.627 -1.258
C: 1.124 4.709 1.148
C: 1.141 2.621 -0.121
N: 0.972 1.487 -0.043
H: 2.973 5.391 -0.743
H: 2.977 3.898 -1.685
H: 3.520 3.889 0.004
H: 0.514 5.700 -1.348
H: -0.670 4.458 -0.937
H: 0.505 4.176 -2.239
H: 1.282 5.783 1.066
H: 1.821 4.318 1.888
H: 0.105 4.539 1.494
N: -4.629 -0.620 4.412
C: -4.629 -0.988 3.111
O: -5.614 -1.327 2.499
C: -3.296 -0.942 2.394
C: -2.256 -0.084 2.724
C: -1.123 -0.071 1.932
N: -0.981 -0.866 0.867
C: -1.980 -1.708 0.557
C: -3.147 -1.768 1.288
H: -5.504 -0.675 4.913
H: -3.784 -0.487 4.940
H: -2.325 0.601 3.557
H: -0.304 0.606 2.140
H: -1.828 -2.331 -0.314
H: -3.953 -2.427 1.001

---

DFT (the ωB97M-V functional and the def2-TZVPD basis) results for 3 unconnected molecules or ions with the total composition C21H26NO7.

The HOMO energy comes out at -12.10 eV. The value obtained for the orbital gap is 0.3419 Ha. As for the charge: +1.

CARTESIAN COORDINATES (ANGSTROEM)
C: -2.165 1.783 0.161
C: -2.769 1.322 1.301
C: -2.177 0.375 2.098
C: -0.937 -0.139 1.758
C: -0.178 -1.190 2.550
C: -1.047 -2.044 3.469
N: -1.917 -3.021 2.743
C: -1.200 -4.167 2.085
O: -1.728 -4.417 0.805
C: -0.737 -4.122 -0.186
C: 0.071 -5.137 -0.607
C: 1.033 -4.825 -1.555
C: 1.139 -3.534 -1.999
C: 0.308 -2.520 -1.576
C: -0.665 -2.832 -0.652
C: -0.320 0.347 0.625
C: -0.916 1.286 -0.176
H: -2.648 2.510 -0.484
H: -3.741 1.750 1.537
H: -2.678 0.026 3.000
H: 0.517 -0.652 3.210
H: 0.468 -1.791 1.900
H: -1.698 -1.381 4.044
H: -0.400 -2.557 4.185
H: -2.554 -2.572 2.073
H: -2.534 -3.435 3.448
H: -0.135 -3.936 2.021
H: -1.306 -5.097 2.655
H: -0.044 -6.139 -0.207
H: 1.674 -5.619 -1.919
H: 1.895 -3.280 -2.739
H: 0.401 -1.500 -1.932
H: -1.375 -2.096 -0.283
H: 0.670 -0.015 0.334
H: -0.413 1.626 -1.075
C: 1.859 1.957 -3.601
C: 3.357 1.776 -3.618
O: 3.632 1.366 -2.271
C: 2.507 0.826 -1.765
O: 2.444 0.242 -0.724
O: 1.450 1.026 -2.585
H: 1.396 1.721 -4.556
H: 1.553 2.956 -3.294
H: 3.679 0.986 -4.299
H: 3.891 2.691 -3.861
C: 0.806 4.877 0.753
C: -0.485 5.613 0.479
O: -0.417 5.842 -0.932
C: 0.406 4.911 -1.461
O: 0.547 4.716 -2.628
O: 1.052 4.218 -0.492
H: 0.719 4.157 1.563
H: 1.637 5.552 0.965
H: -1.367 5.006 0.696
H: -0.560 6.552 1.021

---

In the order shown, the computed ΔE to the lowest compared entry with this formula, charge and spin values come out to 38.2; 34.0; 43.3; 20.3 kJ/mol.